# C19H18ClF4MnN2O2

C19H18ClF4MnN2O2 as an isolated structure (ωB97M-V/def2-TZVPD, OMol25).

Geometry (Å):
Mn: 0.307 0.232 0.706
C: 2.177 2.729 1.067
N: 2.106 1.342 0.565
C: 2.585 1.332 -0.833
C: 2.991 0.500 1.409
C: 2.871 -0.961 1.012
N: 1.450 -1.200 0.777
C: 0.962 -2.490 0.703
C: -0.431 -2.600 0.697
F: -1.082 -1.384 0.799
C: -1.121 -3.782 0.619
F: -2.453 -3.780 0.601
C: -0.413 -4.968 0.558
C: 0.967 -4.905 0.578
F: 1.671 -6.029 0.519
C: 1.656 -3.702 0.645
F: 2.993 -3.726 0.628
H: 3.220 3.056 1.107
H: 1.754 2.794 2.068
H: 1.636 3.397 0.405
H: 3.622 1.677 -0.877
H: 1.963 1.999 -1.427
H: 2.521 0.333 -1.257
H: 2.669 0.619 2.447
H: 4.028 0.841 1.334
H: 3.246 -1.580 1.826
H: 3.477 -1.190 0.132
H: -0.922 -5.918 0.490
Cl: -0.776 1.356 2.397
C: -1.867 2.574 1.670
C: -1.077 3.368 0.635
O: -0.957 4.551 0.679
O: -0.474 2.638 -0.325
H: -2.206 3.243 2.452
H: -2.696 2.031 1.222
C: -0.688 1.263 -0.499
C: -1.773 0.973 -1.405
C: -1.968 -0.350 -1.842
C: -3.080 -0.693 -2.581
C: -4.009 0.281 -2.929
C: -3.805 1.605 -2.557
C: -2.697 1.956 -1.813
H: -1.213 -1.089 -1.606
H: -3.226 -1.719 -2.888
H: -4.883 0.014 -3.508
H: -4.513 2.368 -2.852
H: -2.543 2.994 -1.548

The orbital gap (alpha / beta) comes out at 7.443 / 7.139 eV. The calculation puts the maximum force at 0.75 eV Å⁻¹. As for the expectation value of S²: 1.191. Its net charge is +1. Its HOMO energy (alpha / beta) is -11.6 / -11.3 eV. Its spin multiplicity is 2.